# 1
7 unconnected molecules or ions with the total composition C20H30Cl10N2 in a non-equilibrium geometry. Source: the Open Molecules 2025 dataset; level of theory: ωB97M-V with the def2-TZVPD basis set.

Atoms and positions in Å:
C (1.9533, 6.6870, -2.2955)
C (1.4644, 5.4234, -2.0379)
C (0.3352, 5.2988, -1.2919)
N (-0.2390, 6.3428, -0.6433)
C (0.3216, 7.5641, -0.7287)
C (1.4160, 7.7565, -1.5901)
H (2.8239, 6.8257, -2.9194)
H (1.8488, 4.5839, -2.5981)
H (-0.1738, 4.3485, -1.2265)
H (-0.1001, 8.4429, -0.2636)
H (1.8805, 8.7308, -1.6252)
C (-1.9974, -2.9159, -7.2214)
C (-2.4725, -2.8740, -5.9364)
C (-1.5660, -2.8072, -4.8860)
N (-0.2069, -2.8183, -5.0767)
C (0.2098, -2.9853, -6.3857)
C (-0.6653, -2.9996, -7.4347)
H (-2.6865, -2.8722, -8.0518)
H (-3.5313, -2.9320, -5.7315)
H (-1.8941, -2.9829, -3.8722)
H (1.2722, -3.1789, -6.3675)
H (-0.2518, -3.1387, -8.4227)
Cl (4.8987, 3.1700, 3.8820)
C (3.4007, 4.0067, 4.5951)
C (3.4249, 4.1714, 6.0548)
Cl (4.9846, 5.0477, 6.4460)
H (2.5679, 3.3528, 4.3364)
H (3.1779, 4.9921, 4.1859)
H (3.5076, 3.2372, 6.6103)
H (2.5772, 4.7354, 6.4439)
Cl (5.9454, 0.3697, -4.5682)
C (4.6364, 0.4832, -3.4248)
C (5.3234, 0.7275, -2.0448)
Cl (6.1752, -0.8257, -1.5148)
H (3.9404, -0.3507, -3.3330)
H (4.1155, 1.3328, -3.8664)
H (4.7333, 1.1176, -1.2156)
H (6.0808, 1.4960, -2.1992)
Cl (-10.0946, -0.5348, -0.9433)
C (-8.7814, 0.1590, 0.0263)
C (-7.7885, -0.8535, 0.3763)
Cl (-7.0552, -1.7590, -1.0012)
H (-9.2981, 0.5771, 0.8902)
H (-8.3721, 1.0075, -0.5219)
H (-8.2355, -1.6156, 1.0147)
H (-6.9524, -0.4182, 0.9236)
Cl (0.9060, -6.6909, 5.0112)
C (1.5248, -8.1226, 5.9479)
C (0.5936, -8.5481, 6.9822)
Cl (-0.7499, -9.5662, 6.2457)
H (2.4955, -7.7839, 6.3099)
H (1.7773, -8.9119, 5.2398)
H (0.1892, -7.6495, 7.4482)
H (1.0699, -9.1656, 7.7437)
Cl (0.6440, -0.8657, 0.6947)
C (-0.5929, -1.4484, 1.8255)
C (-1.5792, -0.2929, 2.1035)
Cl (-2.3850, 0.2133, 0.5850)
H (0.0148, -1.9015, 2.6088)
H (-1.0913, -2.2651, 1.3033)
H (-1.0743, 0.4974, 2.6591)
H (-2.3955, -0.6238, 2.7457)

Calculated values
frontier orbital gap	9.97	eV
2S+1	1
largest force on an atom	3.708	eV/A
molecular weight	653.00	Da
structure (SMILES)	c1ccncc1.c1ccncc1.ClCCCl.ClCCCl.ClCCCl.ClCCCl.ClCCCl
energy	-5491.4398	a.u.

=====

# 2
A molecular structure, C20H30CuN5O2S in a non-equilibrium geometry. Source: the Open Molecules 2025 dataset; level of theory: ωB97M-V with the def2-TZVPD basis set.

Atoms and positions in Å:
Cu (9.1954, 9.8653, 13.7482)
C (13.2693, 10.8532, 14.7029)
C (11.7910, 10.6100, 14.6787)
N (11.1194, 10.2518, 13.5932)
N (11.6389, 10.3643, 12.3602)
C (10.7024, 10.1075, 11.4202)
O (9.4875, 9.7498, 11.6787)
C (11.1637, 10.2698, 10.0040)
C (12.5113, 10.4774, 9.6856)
C (12.8835, 10.5780, 8.3482)
C (11.9189, 10.5852, 7.3362)
C (10.5685, 10.3774, 7.6764)
C (10.1972, 10.2835, 8.9955)
C (10.9977, 10.6374, 15.8928)
C (11.4172, 11.2036, 17.0983)
C (10.5735, 11.1773, 18.2097)
C (9.3135, 10.6050, 18.0829)
C (8.9112, 10.1733, 16.8376)
N (9.7378, 10.1428, 15.7850)
H (13.6478, 10.7291, 13.6902)
H (13.7293, 10.0912, 15.3618)
H (13.4921, 11.9091, 15.0105)
H (13.2147, 10.6328, 10.4908)
H (13.9283, 10.7717, 8.1215)
H (12.2309, 10.6653, 6.2949)
H (9.8263, 10.3445, 6.8649)
H (9.1606, 10.1974, 9.2385)
H (12.3586, 11.7666, 17.2002)
H (10.9379, 11.5649, 19.1519)
H (8.6383, 10.5509, 18.9409)
H (7.8691, 9.8565, 16.6593)
C (6.8456, 6.0940, 13.9624)
S (7.8826, 7.2489, 13.0479)
C (6.8463, 7.4562, 11.5643)
O (7.7181, 8.5823, 13.8746)
H (6.0551, 6.6077, 14.5627)
H (7.4849, 5.5501, 14.6912)
H (6.3623, 5.4255, 13.2256)
H (6.7164, 6.4427, 11.1127)
H (7.3660, 8.1252, 10.8341)
H (5.8627, 7.9131, 11.7833)
C (5.4529, 13.5472, 14.7284)
C (6.6121, 13.3620, 13.7477)
C (6.1536, 13.3498, 12.3122)
C (7.6728, 14.4279, 13.9598)
N (7.2091, 12.0843, 14.1187)
N (8.2487, 11.6234, 13.2458)
H (4.9592, 14.5240, 14.6367)
H (5.7972, 13.4980, 15.7643)
H (4.6795, 12.7901, 14.6101)
H (5.7009, 14.3496, 12.0542)
H (5.4169, 12.5564, 12.1612)
H (6.9823, 13.2113, 11.5874)
H (7.1713, 15.4054, 14.0309)
H (8.4106, 14.4561, 13.1562)
H (8.2236, 14.3082, 14.9236)
H (6.5008, 11.3350, 14.1597)
H (8.9894, 12.3316, 13.3188)
H (7.9707, 11.5528, 12.2609)

Calculated values
frontier orbital gap (spin up / spin down)	7.33 / 7.25	eV
2S+1	2
largest force on an atom	2.285	eV/A
molecular weight	468.11	Da
total charge	+1
energy	-3242.7909	a.u.

=====

# 3
A molecular structure, C20H30FO15Pt in a non-equilibrium geometry. Source: the Open Molecules 2025 dataset; level of theory: ωB97M-V with the def2-TZVPD basis set.

Atoms and positions in Å:
Pt (-0.0024, -1.5311, 0.3363)
F (-0.6887, -2.8516, 1.9049)
C (1.0926, -0.1100, 6.3958)
C (0.7423, 0.7051, 5.0940)
C (2.0724, 1.3784, 4.6175)
O (2.2494, 0.9809, 3.2789)
C (1.2348, 0.1567, 2.9662)
O (0.9964, -0.3104, 1.8470)
O (0.4669, -0.0873, 3.9921)
H (1.1930, 0.4042, 7.3516)
H (1.9736, -0.7318, 6.2371)
H (0.4531, -0.9681, 6.6028)
H (-0.0809, 1.3953, 5.2786)
H (2.9181, 1.0032, 5.1938)
H (2.0873, 2.4546, 4.7898)
C (-4.8125, -1.0018, -4.4712)
C (-3.4587, -1.5417, -3.9291)
C (-2.2458, -1.0275, -4.6803)
O (-1.3380, -1.0342, -3.5713)
C (-1.9994, -1.1083, -2.3865)
O (-1.4942, -1.2841, -1.3462)
O (-3.3366, -1.1685, -2.5509)
H (-5.5523, -1.7498, -4.7564)
H (-4.7701, -0.1482, -5.1477)
H (-5.3585, -0.3555, -3.7839)
H (-3.4920, -2.6288, -3.8569)
H (-2.2300, -0.0003, -5.0448)
H (-2.0395, -1.7602, -5.4605)
C (5.9412, -4.9919, -0.3717)
C (4.4244, -4.9167, 0.0248)
C (4.2095, -4.7316, 1.4965)
O (3.4206, -3.6365, 1.6614)
C (3.0005, -3.1804, 0.4623)
O (2.1183, -2.3243, 0.3612)
O (3.7341, -3.7648, -0.4710)
H (6.3669, -4.0306, -0.0840)
H (6.0800, -5.3033, -1.4070)
H (6.4336, -5.7585, 0.2266)
H (4.0423, -5.8806, -0.3111)
H (5.1140, -4.5898, 2.0881)
H (3.8088, -5.6769, 1.8626)
C (-3.9288, 3.6627, -0.0560)
C (-2.7799, 3.4602, 0.9693)
C (-3.2115, 2.8504, 2.3311)
O (-2.8895, 1.4816, 2.1901)
C (-2.0313, 1.3240, 1.1438)
O (-1.4835, 0.2384, 0.9808)
O (-1.9824, 2.3953, 0.4164)
H (-3.5069, 4.0782, -0.9712)
H (-4.7140, 4.2730, 0.3901)
H (-4.3364, 2.6644, -0.2152)
H (-2.1692, 4.3181, 1.2507)
H (-4.2904, 2.9485, 2.4516)
H (-2.8396, 3.3778, 3.2095)
C (-0.1460, 3.0857, -4.0994)
C (0.9884, 2.8070, -3.0337)
C (0.6076, 3.3435, -1.6584)
O (0.9063, 2.2453, -0.8191)
C (0.9767, 1.1309, -1.5386)
O (1.0581, 0.0091, -1.0484)
O (0.9033, 1.4359, -2.8603)
H (-1.1384, 2.7729, -3.7748)
H (0.1938, 2.4817, -4.9407)
H (-0.2295, 4.1613, -4.2549)
H (1.9119, 3.1372, -3.5094)
H (-0.3631, 3.7831, -1.4290)
H (1.2197, 4.2405, -1.5642)

Calculated values
frontier orbital gap (spin up / spin down)	9.06 / 8.65	eV
2S+1	3
largest force on an atom	4.619	eV/A
molecular weight	724.52	Da
total charge	+1
energy	-2127.5357	a.u.

=====

# 4
A molecular structure, C20H30FeN2O4P in a non-equilibrium geometry. Source: the Open Molecules 2025 dataset; level of theory: ωB97M-V with the def2-TZVPD basis set.

Atoms and positions in Å:
C (-3.9601, 0.9332, 2.4699)
O (-4.3062, 0.0858, 1.3545)
C (-3.4479, -0.8642, 0.8340)
C (-2.4989, -0.5024, -0.1823)
C (-1.2598, -1.3188, -0.1186)
C (-1.6760, -2.7088, -0.3066)
C (-2.8546, -3.1530, 0.2993)
C (-3.6661, -2.2438, 1.0305)
Fe (-3.6157, -1.8586, -1.1583)
C (-2.8513, -1.6215, -2.7095)
O (-2.4868, -1.3759, -3.7904)
C (-4.9075, -0.7077, -1.4443)
O (-5.7837, -0.0211, -1.7727)
C (-4.6619, -3.1338, -1.8168)
O (-5.4065, -3.7704, -2.4419)
H (-4.7440, 1.6886, 2.4785)
H (-3.9988, 0.3560, 3.4013)
H (-2.9721, 1.3999, 2.3378)
H (-2.4356, 0.5456, -0.4996)
H (-0.5138, -0.9852, -0.8566)
H (-0.8306, -1.1856, 0.8965)
H (-1.0037, -3.4085, -0.8169)
H (-3.1118, -4.2194, 0.2829)
H (-4.4916, -2.5884, 1.6482)
C (2.7915, 1.0539, 3.7251)
C (3.3690, 0.6277, 2.3842)
C (4.5641, 1.5331, 2.0916)
C (3.8375, -0.8190, 2.4140)
N (2.3216, 0.7703, 1.3471)
P (2.2489, -0.2493, -0.0418)
H (1.0793, -1.0853, 0.3189)
N (1.3885, 0.9649, -0.9038)
C (1.2663, 0.9866, -2.3789)
C (-0.1396, 1.4241, -2.7632)
C (1.5596, -0.4171, -2.8950)
C (2.2680, 1.9594, -2.9999)
C (1.1867, 2.0930, -0.1440)
C (1.7259, 1.9866, 1.1113)
H (1.9021, 0.4651, 3.9738)
H (3.5454, 0.8950, 4.5071)
H (2.5289, 2.1190, 3.7277)
H (4.9929, 1.3391, 1.1014)
H (4.3029, 2.5967, 2.1656)
H (5.3421, 1.3355, 2.8426)
H (4.3166, -1.1125, 1.4733)
H (4.5824, -0.9248, 3.2110)
H (3.0153, -1.5063, 2.6290)
H (-0.3239, 2.4631, -2.4688)
H (-0.2514, 1.3516, -3.8535)
H (-0.8971, 0.7797, -2.3009)
H (2.5809, -0.7326, -2.6382)
H (0.8461, -1.1555, -2.5088)
H (1.4726, -0.4107, -3.9894)
H (3.2946, 1.7144, -2.7042)
H (2.2057, 1.8827, -4.0945)
H (2.0551, 3.0008, -2.7326)
H (0.7187, 2.9637, -0.5823)
H (1.7878, 2.7652, 1.8579)

Calculated values
frontier orbital gap (spin up / spin down)	5.83 / 3.34	eV
2S+1	5
largest force on an atom	5.060	eV/A
molecular weight	449.29	Da
total charge	+1
energy	-2795.0942	a.u.